No. 1
DFT (ωB97M-V/def2-TZVPD) results for a 2-piece molecular cluster, C6H13O3P overall.

Geometry as XYZ:
```
23
Properties=species:S:1:pos:R:3:forces:R:3
P -0.5788 -0.4125 1.0198 0.9 -0.3 1.4
O -0.8889 0.9562 1.5381 -0.4 -0.6 -0.2
O -1.7465 -0.3010 -0.6758 -2.4 1.6 -1.1
O 2.0948 -0.4478 0.4986 1.0 1.1 -0.6
C 3.4884 1.3882 -0.4797 -1.0 0.1 0.9
C 1.0020 -1.0231 0.9503 -1.1 -1.6 -1.6
C -2.6098 0.5906 -0.8571 1.1 -0.1 0.7
C 0.5143 -3.0512 -0.2840 2.3 4.3 0.7
C -3.7071 0.9967 0.0776 0.2 -0.2 -0.4
C 2.1069 0.9399 -0.0160 -0.8 2.1 3.0
H 3.5641 2.5004 -0.4961 -0.5 -0.8 -0.8
H 1.5476 -3.0194 -0.4525 1.5 -0.4 0.0
H 1.8543 1.7008 0.8501 -0.1 -1.9 -1.3
H -1.2621 -1.5426 1.5553 0.1 0.6 -0.3
H -4.2711 0.1584 0.3359 -1.3 -2.2 -0.4
H -3.5246 1.1610 1.1114 1.5 1.0 0.8
H -2.5516 1.1929 -1.7849 0.0 -0.5 0.1
H 0.0409 -2.9702 -1.1889 -1.9 0.3 -1.7
H 0.2136 -3.6069 0.4919 -1.3 -2.1 2.4
H 3.5600 0.8396 -1.3818 1.3 0.1 -1.3
H 4.2595 1.1498 0.2359 0.2 -0.7 0.2
H 1.3206 1.0882 -0.7733 0.3 -0.4 0.1
H -4.4266 1.7121 -0.2749 0.2 0.5 -0.5
```
Positions in Å, forces in eV/Å.

## Properties
Molecular weight in g/mol: 164.14
Frontier orbital gap (alpha / beta) in eV: 6.7 / 6.7
Highest occupied orbital energy (alpha / beta) in eV: -7.28 / -7.28

Mulliken atomic charge list, values in e, 8 entries: 0.6687 -0.6700 -0.4620 -0.2466 -1.2278 -0.1407 0.2898 -1.1716

No. 2
DFT (ωB97M-V/def2-TZVPD) results for C4H10OS as an isolated structure.

Geometry as XYZ:
```
16
Properties=species:S:1:pos:R:3:forces:R:3
S 2.8498 0.2209 -0.0994 -0.8 0.7 4.0
O -0.0472 -0.1178 1.4947 -0.6 1.2 0.2
C -1.1422 -1.0257 -0.4022 -3.5 -0.9 0.7
C -0.9675 1.5405 -0.2297 2.9 -0.7 2.6
C 1.1811 -0.3657 -0.4583 -0.1 -1.7 -1.9
C -0.2709 0.1982 0.0122 1.5 -5.6 2.0
H -1.6437 -0.8762 -1.4580 1.4 -0.5 1.8
H 2.6662 -0.0432 1.5729 0.7 0.6 -3.9
H 1.0574 -0.3830 -1.5676 0.8 -0.1 0.5
H -2.1057 -1.0682 0.3074 1.9 0.6 -1.3
H 1.4456 -1.5030 -0.1413 -2.1 2.6 -0.7
H 0.0481 2.0122 -0.0144 -2.1 1.6 0.5
H -0.7645 -2.1040 -0.1735 0.0 2.2 -1.0
H -1.2689 1.8505 -1.1786 -0.2 -0.3 -1.9
H -1.8911 1.6071 0.4291 1.8 0.3 -0.2
H 0.8534 0.0575 1.9066 -1.6 0.2 -1.6
```
Positions in Å, forces in eV/Å.

## Properties
Molecular weight in g/mol: 106.19
Frontier orbital gap in eV: 9.1
Highest occupied orbital energy in eV: -9.16

Mulliken atomic charge list, values in e, 8 entries: -0.1205 -0.4969 -1.3097 -1.2259 -1.1211 1.3678 0.3121 0.1067

Here are the calculated relative energy (zero: lowest compared OMol25 entry of this formula, charge and spin) numbers, same order: 7.8236; 3.9697 (eV).